*one*
This record from the OMol25 dataset describes 2 unconnected molecules or ions with the total composition C5H8N2O2. The level of theory is ωB97M-V with the def2-TZVPD basis set.

```
! wB97M-V def2-TZVPD RIJCOSX def2/J DEFGRID3
* xyz 0 1
C 1.17121 -0.32926 -0.69690
C 2.26710 0.71391 -0.76292
C 0.29813 0.08808 0.68964
C -0.87028 1.10409 0.71825
C -1.98076 -0.99732 0.22404
H 1.14780 -2.24617 -0.79279
H 0.49388 -0.13817 -1.62236
H 3.86367 0.07531 0.04117
H 1.19384 0.02072 1.41152
H -0.97263 1.41757 -0.28438
H -1.22513 1.91594 1.51837
H -1.76001 -2.08120 -0.01721
H -2.99604 0.69326 0.36474
N -1.07400 -0.29498 0.97499
N -3.22009 -0.34064 0.12628
O 1.81983 -1.48793 -0.81288
O 1.84348 1.88680 -1.07954
*
```

LUMO energy (eV): -0.691
Orbital gap (eV): 8.600
HOMO energy (eV): -9.3

Let us look at the Mulliken charges, expressed in e, one per atom: atom 1 (C): 0.2186, atom 2 (C): -0.2185, atom 3 (C): -0.0953, atom 4 (C): -0.8044, atom 5 (C): 0.2230, atom 6 (H): 0.3415, atom 7 (H): 0.3385, atom 8 (H): 0.2046, atom 9 (H): 0.2399, atom 10 (H): 0.4813, atom 11 (H): 0.2190, atom 12 (H): 0.2763, atom 13 (H): 0.3087, atom 14 (N): -0.2004, atom 15 (N): -0.6739, atom 16 (O): -0.4576, atom 17 (O): -0.4014



*two*
This record from the OMol25 dataset describes a molecular structure, C5H8N2O2. The level of theory is ωB97M-V with the def2-TZVPD basis set.

```
! wB97M-V def2-TZVPD RIJCOSX def2/J DEFGRID3
* xyz 0 1
C -0.25575 0.42017 0.12079
C 0.53495 1.10956 -0.96400
C -1.14142 -1.22239 -0.54670
C 0.42136 -0.21602 1.19001
N -1.32217 -1.34306 -1.87926
C 1.34380 1.26143 1.94839
N 0.48794 -1.22486 1.88025
O -1.49254 -2.12234 0.20332
O 1.76232 2.29280 1.52740
H -1.11810 0.97986 0.48075
H -1.75678 -2.17763 -2.25368
H -1.11019 -0.59307 -2.51088
H -0.16605 -1.97000 1.57032
H 1.65549 0.89085 2.95574
H -0.10977 1.33584 -1.81282
H 1.37529 0.49680 -1.28605
H 0.89161 2.08206 -0.62359
*
```

LUMO energy (eV): 0.569
Orbital gap (eV): 8.589
HOMO energy (eV): -8.0

Let us look at the Mulliken charges, expressed in e, one per atom: atom 1 (C): 0.1539, atom 2 (C): -1.2786, atom 3 (C): 0.4297, atom 4 (C): 0.3736, atom 5 (N): -0.3209, atom 6 (C): -0.0012, atom 7 (N): -0.7190, atom 8 (O): -0.6613, atom 9 (O): -0.4429, atom 10 (H): 0.2737, atom 11 (H): 0.2514, atom 12 (H): 0.1716, atom 13 (H): 0.3466, atom 14 (H): 0.3192, atom 15 (H): 0.3747, atom 16 (H): 0.3157, atom 17 (H): 0.4137



Which of them is the most stable, and which is the least stable? *two* and *one*, in that order.



*one*
This record from the OMol25 dataset describes a molecular structure, C5H8N2O2. The level of theory is ωB97M-V with the def2-TZVPD basis set.

```
! wB97M-V def2-TZVPD RIJCOSX def2/J DEFGRID3
* xyz 0 1
C 2.21487 0.81330 0.36321
C 0.78647 0.62137 0.87539
C -0.21996 0.06205 0.21810
C -0.27490 -0.85676 -0.90754
C -2.49414 -0.82704 -0.04375
H 1.71059 2.43097 -0.30631
H 2.36061 0.35280 -0.62091
H 2.89485 0.28034 0.95420
H 0.62820 1.11973 1.80394
H 0.51359 -1.65002 -0.82383
H -0.10194 -0.35091 -1.86091
H -1.78518 -2.36463 -1.38410
H -1.66794 0.23992 1.79840
N -1.74032 -1.23304 -1.13894
N -1.62826 0.24853 0.50060
O 2.44469 2.28418 0.25078
O -3.64124 -1.17080 0.32167
*
```

LUMO energy (eV): 0.288
Orbital gap (eV): 9.282
HOMO energy (eV): -9.0

Let us look at the Mulliken charges, expressed in e, one per atom: atom 1 (C): -0.6553, atom 2 (C): -0.9217, atom 3 (C): 0.9982, atom 4 (C): -0.4408, atom 5 (C): 0.3446, atom 6 (H): 0.3202, atom 7 (H): 0.2951, atom 8 (H): 0.4141, atom 9 (H): 0.2578, atom 10 (H): 0.2704, atom 11 (H): 0.2411, atom 12 (H): 0.3224, atom 13 (H): 0.3638, atom 14 (N): -0.3103, atom 15 (N): -0.4183, atom 16 (O): -0.4993, atom 17 (O): -0.5820



*two*
This record from the OMol25 dataset describes C5H8N2O2 in the gas phase. The level of theory is ωB97M-V with the def2-TZVPD basis set.

```
! wB97M-V def2-TZVPD RIJCOSX def2/J DEFGRID3
* xyz 0 1
C -2.62303 -0.63304 -2.17659
C -1.18400 -0.49392 -1.69606
O -1.20171 -0.22203 -0.31861
C 0.02768 0.14350 0.18103
N 1.12754 0.22884 -0.52759
N 2.12434 0.48743 0.36187
C 1.54595 0.56363 1.55321
C 2.40086 0.65728 2.79908
O 0.20563 0.35701 1.49661
H -2.59413 -1.07105 -3.18696
H -3.12010 0.34752 -2.17501
H -3.15415 -1.34324 -1.55921
H -0.73428 0.31700 -2.25272
H -0.58088 -1.39478 -1.85980
H 2.53440 -0.34788 3.26838
H 3.39430 1.11688 2.58096
H 1.83159 1.28684 3.51139
*
```

LUMO energy (eV): 0.845
Orbital gap (eV): 10.051
Structure (SMILES): CCOc1nnc(C)o1
HOMO energy (eV): -9.2

Let us look at the Mulliken charges, expressed in e, one per atom: atom 1 (C): -1.1828, atom 2 (C): -0.2137, atom 3 (O): -0.3236, atom 4 (C): 0.5604, atom 5 (N): -0.2448, atom 6 (N): -0.4786, atom 7 (C): 0.6721, atom 8 (C): -0.9227, atom 9 (O): -0.3236, atom 10 (H): 0.3610, atom 11 (H): 0.2898, atom 12 (H): 0.3312, atom 13 (H): 0.3286, atom 14 (H): 0.3286, atom 15 (H): 0.2299, atom 16 (H): 0.2890, atom 17 (H): 0.2990



Which of them is the most stable, and which is the least stable? *two* and *one*, in that order.



*one*
This record from the OMol25 dataset describes a molecular structure, C6H9N. The level of theory is ωB97M-V with the def2-TZVPD basis set.

```
! wB97M-V def2-TZVPD RIJCOSX def2/J DEFGRID3
* xyz 0 1
C -0.22930 -0.48714 2.02875
N -0.06812 -0.47143 0.61623
C 1.03081 -0.07436 -0.26161
C 0.19506 -0.84544 -1.33903
C -0.93064 -0.13454 -0.51317
C -0.60658 1.33632 -0.87104
C 0.71324 1.38045 -0.69296
H -0.05605 0.44138 2.59183
H -1.24514 -0.84497 2.23347
H 0.46101 -1.25425 2.40202
H 2.05165 -0.33373 0.03337
H 0.20205 -1.92278 -1.15219
H 0.31570 -0.57602 -2.39014
H -1.97472 -0.45854 -0.48248
H -1.27947 2.07485 -1.28974
H 1.42048 2.17020 -0.91330
*
```

LUMO energy (eV): 1.149
Orbital gap (eV): 9.033
HOMO energy (eV): -7.9

Let us look at the Mulliken charges, expressed in e, one per atom: atom 1 (C): -0.8638, atom 2 (N): -0.0514, atom 3 (C): -0.2813, atom 4 (C): -0.5996, atom 5 (C): -0.2630, atom 6 (C): -0.5815, atom 7 (C): -0.5820, atom 8 (H): 0.2900, atom 9 (H): 0.2945, atom 10 (H): 0.2939, atom 11 (H): 0.4472, atom 12 (H): 0.2756, atom 13 (H): 0.3509, atom 14 (H): 0.4698, atom 15 (H): 0.3968, atom 16 (H): 0.4039



*two*
This record from the OMol25 dataset describes a molecular structure, C6H9N. The level of theory is ωB97M-V with the def2-TZVPD basis set.

```
! wB97M-V def2-TZVPD RIJCOSX def2/J DEFGRID3
* xyz 0 1
C -1.73483 0.81344 -0.54244
C -0.59283 0.07566 0.07914
C 0.40347 0.26402 1.15655
C 0.37789 -1.24087 1.26909
N -0.30985 -1.29265 -0.04225
C 1.31687 -0.39519 -1.19113
C 0.99634 0.58198 -0.20441
H -2.68037 0.54905 -0.05678
H -1.81552 0.54741 -1.60238
H -1.59635 1.89557 -0.46657
H 0.45550 1.02597 1.92938
H 1.31454 -1.80124 1.34386
H -0.32148 -1.54643 2.05612
H 0.59158 -0.77256 -1.89180
H 2.34593 -0.43047 -1.57428
H 1.43362 1.58585 -0.25793
*
```

LUMO energy (spin up / spin down) (eV): 0.543 / 0.543
Orbital gap (spin up / spin down) (eV): 8.963 / 8.964
HOMO energy (spin up / spin down) (eV): -8.4 / -8.4

Let us look at the Mulliken charges, expressed in e, one per atom: atom 1 (C): -1.2386, atom 2 (C): 0.7770, atom 3 (C): -0.3245, atom 4 (C): -0.3747, atom 5 (N): -0.7058, atom 6 (C): -0.8213, atom 7 (C): -0.1748, atom 8 (H): 0.3093, atom 9 (H): 0.3021, atom 10 (H): 0.3008, atom 11 (H): 0.4136, atom 12 (H): 0.2864, atom 13 (H): 0.2770, atom 14 (H): 0.2523, atom 15 (H): 0.2720, atom 16 (H): 0.4492



Which of them is the most stable, and which is the least stable? *one* and *two*, in that order.